# 1
Molecular formula: C51H110N6O7
Method: DFT, the ωB97M-V functional and the def2-TZVPD basis

XYZ file:
```
174
Properties=species:S:1:pos:R:3:mulliken_charge:R:1
C 1.8837 -0.2583 0.5411 -0.84
C 0.7277 0.7803 0.5222 3.02
C -0.0419 0.7235 -0.8168 1.02
C -1.0551 -0.4403 -0.8109 -0.61
C -2.0048 -0.1996 0.3078 -2.02
C -1.3959 -0.1482 1.7574 1.82
N -0.1319 0.5940 1.7203 2.12
O 0.7140 0.4793 2.8295 -0.75
C -2.4905 0.6008 2.6038 -2.63
C -1.2630 -1.5842 2.1996 -1.07
C 1.2628 2.2024 0.6826 -1.56
H 2.5983 -0.1839 -0.2786 -1.97
H 1.5501 -1.2866 0.6804 -1.24
H 2.5267 -0.0012 1.3829 1.13
H -0.5939 1.6145 -1.1161 0.27
H 0.7391 0.4702 -1.5337 0.50
H -0.5717 -1.4017 -0.6376 -1.17
H -1.3930 -0.4768 -1.8466 1.26
H -2.7780 -0.9494 0.1403 0.54
H -2.5814 0.6975 0.0824 0.46
H -3.3574 -0.0274 2.8086 0.77
H -2.0525 0.9957 3.5205 0.67
H -2.7954 1.5166 2.0973 -0.18
H -2.1697 -2.1892 2.2082 0.93
H -0.5542 -2.1479 1.5930 -0.07
H -1.0133 -1.7264 3.2510 0.56
H 1.6304 2.6284 -0.2510 -0.61
H 2.0330 2.3422 1.4411 0.50
H 0.4185 2.8856 0.7753 -0.01
H 0.8132 -0.4753 2.8087 0.38
C 0.0559 3.3580 -1.6834 -0.16
C -0.8622 3.6256 -2.9564 1.67
C -0.8172 5.0654 -3.4875 -0.98
C 0.5080 5.3530 -4.2793 -0.84
C 0.6998 4.3445 -5.3474 -1.13
C 0.7276 2.8362 -4.8370 1.02
N -0.5136 2.6611 -4.0699 -0.08
O -0.7966 1.3821 -3.8166 -0.04
C 0.7821 2.0405 -6.1150 -1.74
C 1.9585 2.4690 -3.9891 0.05
C -2.3912 3.3825 -2.5945 -2.19
H -0.4670 3.8177 -0.8447 -0.44
H 0.9706 3.9338 -1.8242 0.98
H 0.1698 2.3108 -1.4034 -2.27
H -1.7474 5.2453 -4.0264 0.48
H -0.7781 5.7977 -2.6811 0.22
H 1.4021 5.5231 -3.6795 0.27
H 0.3937 6.3216 -4.7659 0.54
H 1.7296 4.5710 -5.6239 0.42
H -0.0480 4.5877 -6.1022 0.33
H -0.0877 2.1691 -6.7593 0.47
H 1.6630 2.2785 -6.7112 0.39
H 0.9588 0.9798 -5.9361 0.27
H 2.8761 2.1385 -4.4759 0.97
H 2.2943 3.2587 -3.3169 -0.21
H 1.5764 1.6546 -3.3737 -0.81
H -2.8312 4.2859 -2.1723 0.34
H -2.6965 2.6182 -1.8798 0.46
H -2.7582 3.1501 -3.5942 0.72
H -1.5590 1.2976 -4.3938 0.44
C -1.5857 3.0045 0.6082 -0.76
C -2.3796 3.5002 1.8784 -0.34
C -1.6555 2.9656 3.1220 0.07
C -0.6055 3.9434 3.7226 -1.30
C -1.3643 5.2080 4.1834 -1.51
C -2.0309 5.9257 2.9059 1.36
N -2.3198 5.0062 1.7756 1.05
O -2.9434 5.6098 0.6710 -0.53
C -3.3268 6.4700 3.5203 -1.95
C -1.0284 7.0354 2.4162 -1.81
C -3.8753 2.9341 1.9683 -1.37
H -1.2853 1.9576 0.5649 0.45
H -0.8821 3.7785 0.3016 0.15
H -2.1728 3.0463 -0.3092 -0.40
H -2.4278 2.7068 3.8464 1.18
H -1.1674 2.0134 2.9142 -0.89
H 0.0846 4.2344 2.9306 0.16
H -0.0064 3.4336 4.4771 0.60
H -0.5452 5.7595 4.6450 0.61
H -1.9115 5.0249 5.1082 0.37
H -3.0337 7.2962 4.1680 0.47
H -3.9385 6.8896 2.7216 0.35
H -3.9280 5.6854 3.9795 0.41
H -0.1435 6.5555 1.9984 0.34
H -1.4629 7.7944 1.7656 0.37
H -0.9048 7.6554 3.3042 0.49
H -4.4892 3.0625 1.0768 0.28
H -4.3259 3.5397 2.7546 0.50
H -3.9312 1.8861 2.2629 0.28
H -2.1858 5.6813 0.0858 0.35
C -4.4415 -5.0619 2.9475 -1.77
C -3.2659 -6.0041 3.1984 1.74
C -2.0904 -5.4098 2.2813 -2.50
C -1.2183 -4.2450 2.6430 2.07
C -0.7960 -4.3576 4.0819 -1.78
C -1.9511 -4.8699 5.1156 1.46
N -2.7720 -6.0215 4.5829 0.41
O -3.5279 -6.6793 5.5255 -0.50
C -1.1590 -5.4353 6.2530 -2.06
C -2.8325 -3.7718 5.5927 -1.64
C -3.6826 -7.3638 2.7304 -2.03
H -5.3264 -5.1717 3.5745 0.35
H -4.8405 -5.2801 1.9569 0.46
H -4.2634 -3.9872 2.9103 0.29
H -1.4225 -6.2535 2.1080 0.37
H -2.4377 -5.1789 1.2742 0.64
H -1.7085 -3.2943 2.4337 -0.73
H -0.2405 -4.1984 2.1635 -0.37
H -0.3742 -3.4003 4.3880 0.67
H 0.0578 -5.0295 3.9937 0.57
H -0.8642 -6.4713 6.0865 0.41
H -0.2726 -4.8616 6.5237 0.37
H -1.6374 -5.6386 7.2111 0.40
H -2.1675 -2.9576 5.8803 0.41
H -3.4258 -3.3909 4.7615 0.25
H -3.4224 -4.0173 6.4759 0.34
H -3.7615 -7.4758 1.6491 0.33
H -4.7001 -7.4608 3.1090 0.43
H -3.0522 -8.2015 3.0286 0.44
H -3.0511 -7.5102 5.5874 0.34
C 4.8354 -0.1154 -1.1806 -0.53
C 4.3104 0.9307 -2.3063 1.00
C 5.2762 0.9079 -3.3986 -1.31
C 5.1802 -0.3960 -4.3244 -0.85
C 3.7797 -0.7234 -4.7276 -0.98
C 2.7309 -0.6462 -3.5266 2.77
N 2.9738 0.5500 -2.6871 0.48
O 2.0736 0.6521 -1.6901 1.84
C 1.2722 -0.5681 -4.0641 -0.68
C 2.8393 -1.9528 -2.7516 -1.18
C 4.2437 2.4667 -1.9931 -1.64
H 5.4930 -0.9011 -1.5527 0.32
H 3.9450 -0.5345 -0.7121 0.48
H 5.3864 0.4519 -0.4306 0.40
H 5.1348 1.7547 -4.0702 0.48
H 6.2658 1.0433 -2.9622 0.35
H 5.5999 -1.2378 -3.7736 0.22
H 5.7416 -0.2847 -5.2520 0.57
H 3.7799 -1.6869 -5.2372 0.19
H 3.4151 0.0986 -5.3437 0.43
H 0.6447 -0.6199 -3.1744 -1.05
H 1.1711 0.4055 -4.5437 -1.31
H 0.8627 -1.2930 -4.7677 0.69
H 2.2547 -1.8586 -1.8364 0.13
H 2.5733 -2.9085 -3.2032 1.31
H 3.8359 -2.0728 -2.3266 -0.97
H 3.2973 2.6043 -1.4701 0.28
H 3.9349 3.0425 -2.8655 0.59
H 5.1022 2.8435 -1.4371 0.39
H 1.5203 1.4191 -1.8550 -0.91
C 4.6346 -3.4949 -0.1639 -0.94
O 3.2935 -3.1777 0.1335 0.08
C 2.6041 -3.5234 1.3711 -1.32
C 1.0999 -3.5405 1.0729 0.38
N 0.6554 -2.3929 0.2863 1.31
C -0.2094 -2.8365 -0.8524 0.83
C 0.4039 -3.5128 -2.0295 -0.99
O -0.2129 -4.7888 -2.2835 -0.47
C 0.3854 -5.4814 -3.3612 -0.77
H 4.7445 -3.2284 -1.2151 0.24
H 4.8367 -4.5649 -0.1133 0.35
H 5.3374 -2.8484 0.3616 0.34
H 2.8665 -2.8020 2.1449 0.27
H 2.9255 -4.4892 1.7611 0.64
H 0.4654 -3.7102 1.9428 -0.07
H 0.9645 -4.4901 0.5551 0.75
H 1.3887 -1.8154 -0.0996 -1.90
H -0.5516 -1.8431 -1.1426 -1.44
H -1.0891 -3.3992 -0.5399 0.82
H 1.4880 -3.6215 -1.9967 0.15
H 0.2117 -2.8368 -2.8626 0.59
H 1.4640 -5.5969 -3.2546 0.28
H 0.1717 -4.9717 -4.3007 0.29
H 0.0021 -6.5004 -3.3083 0.34
```

Its lowest unoccupied orbital energy is 0.52 eV. Its relative energy (zero: lowest compared OMol25 entry of this formula, charge and spin) is 609.37 kcal per mole. The HOMO energy is -7.54 eV. Its spin multiplicity is 1.

***

# 2
Molecular formula: C51H111N5O7
Method: DFT, the ωB97M-V functional and the def2-TZVPD basis

XYZ file:
```
174
Properties=species:S:1:pos:R:3:mulliken_charge:R:1
C 0.5079 0.8078 2.3847 -1.49
C 0.2497 0.9662 0.8733 1.72
C -1.1465 0.5006 0.5184 -0.32
O 0.4358 2.3456 0.5415 -0.14
H -0.0152 1.5335 3.0072 0.04
H 1.5810 0.8565 2.5812 0.35
H 0.1751 -0.1684 2.7677 0.43
H 1.0054 0.3169 0.4206 -0.69
H -1.4271 0.6532 -0.5208 0.23
H -1.8588 0.9708 1.2102 -0.47
H -1.3305 -0.5408 0.8140 0.29
H -0.3157 2.8477 0.9141 0.36
C -1.0781 4.5162 4.7244 -1.19
C -1.5291 4.8696 3.2981 0.15
C -1.3071 6.3582 2.8801 -1.38
O -0.8460 4.0724 2.3090 -0.29
H -1.3387 3.4732 4.8548 0.27
H -1.6920 5.2380 5.2756 0.42
H -0.0446 4.8051 4.9070 0.38
H -2.5957 4.7092 3.1252 0.55
H -1.4065 6.4924 1.8091 0.31
H -0.2745 6.5718 3.1788 0.31
H -2.0028 6.9859 3.4358 0.43
H 0.0878 4.3321 2.3667 -0.08
C -2.7264 -2.3538 -2.0020 -3.10
C -3.8772 -2.8658 -1.1227 3.42
C -5.1334 -2.1081 -1.5635 -1.67
C -6.4193 -2.7828 -1.0676 -0.54
C -6.4398 -4.2533 -1.4730 -1.44
C -5.2098 -5.0811 -1.0706 1.61
N -4.0574 -4.2725 -1.4830 0.26
O -2.8836 -5.0070 -1.2413 -0.50
C -5.2232 -5.3231 0.4458 -1.60
C -5.2786 -6.3582 -1.8698 -1.86
C -3.6644 -2.5953 0.3561 -0.55
H -2.7683 -2.7131 -3.0308 0.60
H -1.7954 -2.5928 -1.4877 0.62
H -2.8349 -1.2761 -2.1615 0.37
H -5.1309 -1.0293 -1.4084 0.50
H -5.3178 -2.1865 -2.6469 0.47
H -7.3338 -2.3730 -1.5104 0.49
H -6.5867 -2.5872 0.0005 0.13
H -6.5134 -4.2319 -2.5638 0.35
H -7.3346 -4.7316 -1.0694 0.51
H -5.4920 -4.4436 1.0277 0.24
H -5.9876 -6.0741 0.6613 0.46
H -4.2194 -5.6361 0.7322 0.30
H -6.2199 -6.8692 -1.6596 0.39
H -5.3526 -6.1360 -2.9432 0.43
H -4.4069 -7.0123 -1.8535 0.34
H -3.1097 -1.6865 0.6132 -0.63
H -3.1290 -3.3923 0.8770 0.57
H -4.6131 -2.4312 0.8671 -0.59
H -2.2822 -4.7807 -1.9596 0.37
C 2.6730 1.6580 -5.0765 -1.78
C 1.5766 1.1380 -4.1511 2.01
C 0.2191 1.7321 -4.4541 -0.84
C -0.4484 1.2161 -5.7174 -0.98
C -0.5883 -0.3189 -5.6592 -0.93
C 0.7315 -1.0337 -5.2743 1.84
N 1.4341 -0.3197 -4.2230 0.14
O 2.5624 -0.9980 -3.7029 0.14
C 0.3308 -2.4234 -4.7815 -2.17
C 1.6029 -1.1759 -6.5304 -1.83
C 1.9526 1.4311 -2.7019 -2.21
H 3.5593 1.0119 -5.0602 0.27
H 2.9147 2.7128 -5.0061 0.40
H 2.3810 1.3675 -6.0948 0.41
H -0.5079 1.6538 -3.6390 0.27
H 0.3369 2.8225 -4.5287 0.44
H 0.0788 1.4478 -6.6448 0.40
H -1.4491 1.6500 -5.7580 0.47
H -0.8833 -0.7115 -6.6318 0.42
H -1.3536 -0.5810 -4.9244 0.15
H -0.3057 -2.4430 -3.9029 0.37
H -0.1307 -2.9640 -5.6142 0.49
H 1.2307 -3.0370 -4.6359 0.34
H 2.6143 -1.4633 -6.2342 0.18
H 1.2521 -1.9333 -7.2410 0.52
H 1.6278 -0.2670 -7.1329 0.36
H 1.8091 2.4695 -2.3848 0.47
H 3.0073 1.1954 -2.5225 0.32
H 1.4753 0.8554 -1.9004 0.01
H 2.1752 -1.5206 -2.9866 0.10
C -2.8481 -1.2459 4.0068 -1.75
C -4.3232 -1.1909 4.5207 2.05
C -4.3706 -0.9223 6.0335 -1.36
C -4.1093 0.5291 6.4215 -0.57
C -5.0578 1.4510 5.6908 -1.30
C -4.8889 1.2845 4.1809 1.94
N -5.0596 -0.1303 3.8245 0.11
O -5.0956 -0.2740 2.4020 -0.31
C -6.0108 2.0517 3.4840 -2.29
C -3.5615 1.8789 3.7452 -1.58
C -4.9937 -2.5260 4.2446 -1.70
H -2.2747 -0.5671 4.6442 0.47
H -2.7622 -0.9328 2.9719 -0.02
H -2.4253 -2.2282 4.2238 0.54
H -5.3681 -1.2238 6.3521 0.37
H -3.5216 -1.4499 6.4728 0.40
H -3.0461 0.7682 6.3151 0.26
H -4.2611 0.6933 7.4963 0.42
H -4.9435 2.5133 5.9227 0.49
H -6.0736 1.1929 6.0101 0.34
H -6.0559 3.0711 3.8750 0.42
H -5.9212 1.9865 2.4048 0.38
H -6.9909 1.6675 3.7889 0.52
H -3.4496 1.8329 2.6582 0.23
H -3.3618 2.9437 3.9132 0.26
H -2.6554 1.4761 4.2052 0.15
H -4.4921 -3.3739 4.7180 0.42
H -4.9950 -2.7038 3.1669 0.15
H -6.0001 -2.5786 4.6721 0.44
H -5.9955 -0.5939 2.2530 0.33
C 4.3261 2.4479 -0.0380 -0.73
C 4.9487 3.8336 -0.2663 1.97
C 4.0965 4.5432 -1.3434 -1.23
C 2.7141 4.9742 -0.8813 0.29
C 2.8594 5.8084 0.3753 -1.78
C 3.7411 5.2007 1.4744 2.21
N 4.9914 4.6638 0.9446 0.02
O 5.7426 4.0373 1.9522 -0.49
C 4.0567 6.3341 2.4508 -2.15
C 2.9013 4.1327 2.1953 -1.50
C 6.3648 3.7916 -0.8377 -2.05
H 4.4353 1.9783 0.9458 0.28
H 3.3076 2.2584 -0.3782 -0.31
H 4.8617 1.7032 -0.6518 0.06
H 4.7084 5.2427 -1.9094 0.50
H 3.9590 3.7103 -2.0504 0.14
H 2.2769 5.5360 -1.7133 0.68
H 1.9992 4.1625 -0.7272 -0.47
H 1.8760 6.0376 0.8071 0.46
H 3.1796 6.8360 0.1557 0.41
H 3.2411 7.0351 2.6404 0.32
H 4.8653 6.9119 1.9962 0.52
H 4.3747 5.9658 3.4272 0.40
H 2.7551 3.2772 1.5473 0.35
H 1.9947 4.5419 2.6455 0.12
H 3.4158 3.7707 3.0974 0.47
H 6.7748 4.7564 -1.1251 0.45
H 7.0637 3.3800 -0.1049 0.41
H 6.3889 3.1191 -1.7002 0.38
H 5.3125 3.1770 2.1211 0.42
C 4.7364 -3.5656 1.1796 -1.98
C 3.8990 -2.9379 0.0852 2.47
C 4.4799 -1.5803 -0.2783 -0.71
C 5.7197 -1.5274 -1.1677 -0.97
C 5.5793 -2.4753 -2.3542 -0.98
C 4.9620 -3.8473 -2.0673 1.19
N 3.8429 -3.7317 -1.1603 0.98
O 3.1823 -4.9764 -0.9329 -0.59
C 4.4448 -4.3254 -3.4387 -1.63
C 6.0497 -4.8642 -1.6469 -1.68
C 2.4477 -2.6961 0.4864 -2.34
H 4.4614 -4.5911 1.4317 0.36
H 4.7166 -2.9634 2.0924 0.43
H 5.7901 -3.5891 0.8935 0.31
H 3.7200 -1.0720 -0.8949 -0.29
H 4.6514 -0.9683 0.6105 0.54
H 6.5717 -1.9077 -0.5853 0.40
H 5.9437 -0.5109 -1.4791 0.43
H 6.5235 -2.6876 -2.8693 0.58
H 5.0791 -1.9181 -3.1552 0.07
H 3.8014 -3.5341 -3.8252 0.16
H 5.2471 -4.5727 -4.1379 0.41
H 3.8937 -5.2712 -3.4191 0.37
H 6.4729 -4.6408 -0.6698 0.27
H 5.6664 -5.8857 -1.6373 0.37
H 6.7968 -4.8516 -2.4415 0.46
H 2.0842 -3.6089 0.9641 0.55
H 1.7827 -2.3878 -0.3337 0.19
H 2.2114 -1.8435 1.1364 0.39
H 2.2508 -4.7353 -1.0064 0.33
```

The SMILES is CC1(C)CCCC(C)(C)N1O.CC1(C)CCCC(C)(C)N1O.CC1(C)CCCC(C)(C)N1O.CC1(C)CCCC(C)(C)N1O.CC1(C)CCCC(C)(C)N1O.CC(C)O.CC(C)O. Its lowest unoccupied orbital energy is 0.45 eV. Its relative energy (zero: lowest compared OMol25 entry of this formula, charge and spin) is 25.59 kcal per mole. The HOMO energy is -8.05 eV. Its spin multiplicity is 1.

***

| no. | calculated total energy (eV) | gap between HOMO and LUMO (eV) |
| --- | --- | --- |
| 1 | -77910.122 | 8.06 |
| 2 | -76463.366 | 8.50 |